# C35H31F2Ge

A structure of composition C35H31F2Ge (the ωB97M-V functional and the def2-TZVPD basis, OMol25).

Positions of all 69 atoms, in Å:
C -0.1113 4.0036 2.1268
C -1.4780 3.4065 2.2853
C -2.5936 4.0019 1.7427
C -1.5484 2.0705 3.0040
Ge -0.7599 0.5275 2.0351
C -0.7447 0.9948 0.1412
C 0.4337 1.4801 -0.4517
C 0.3944 2.0281 -1.7342
C -0.8022 2.0492 -2.4647
C -1.9677 1.5332 -1.8840
C -1.9426 1.0114 -0.5891
C 1.0483 -0.0165 2.5627
C 1.4270 -1.3520 2.3301
C 2.7314 -1.7786 2.6035
C 3.6675 -0.8874 3.1336
C 3.2864 0.4304 3.4057
C 1.9750 0.8603 3.1580
C -1.8678 -1.0674 2.2246
C -2.0619 -1.9367 1.1372
C -2.8210 -3.1024 1.2899
C -3.4184 -3.4027 2.5184
C -3.2435 -2.5249 3.5979
C -2.4795 -1.3636 3.4567
H 0.6537 3.3283 2.5351
H 0.1390 4.1655 1.0701
H -0.0149 4.9808 2.6226
H -3.5932 3.6554 2.0753
H -2.4963 4.4421 0.6940
H -0.9518 2.1051 3.9234
H -2.5865 1.7451 3.1886
H 1.3780 1.4542 0.1059
H 1.3049 2.4512 -2.1604
H -0.8232 2.4557 -3.4692
H -2.9065 1.5437 -2.4387
H -2.8686 0.6400 -0.1354
H 0.6941 -2.0644 1.9397
H 3.0052 -2.8158 2.3980
H 4.6843 -1.2210 3.3407
H 4.0094 1.1340 3.8197
H 1.6720 1.8735 3.4434
H -1.6333 -1.6975 0.1579
H -2.9505 -3.7717 0.4355
H -4.0176 -4.3042 2.6322
H -3.7147 -2.7467 4.5573
H -2.3652 -0.6763 4.3013
F 1.3354 7.6286 -0.1319
C 0.3624 7.4741 0.8390
C 0.7000 7.8415 2.1321
C -0.3213 7.7135 3.0940
C -1.5674 7.1940 2.7409
C -1.8170 6.6845 1.4494
C -3.0158 5.8702 1.1954
C -3.7457 6.1674 -0.0898
C -5.0644 6.6770 -0.0800
C -5.7972 6.8567 -1.2565
C -5.2078 6.6252 -2.5064
C -3.8842 6.1665 -2.4983
F -3.2911 5.9352 -3.7195
C -3.1311 5.9835 -1.3358
C -0.8930 7.0182 0.4452
H 1.6719 8.2531 2.3813
H -0.1465 8.0360 4.1199
H -2.3775 7.1595 3.4713
H -3.7117 5.8993 2.0270
H -5.4986 6.9052 0.8941
H -6.8331 7.2009 -1.1791
H -5.7496 6.8105 -3.4180
H -2.0724 5.7104 -1.4645
H -1.1233 6.9592 -0.6209

Computed properties:
HOMO level   -11.406 eV
Orbital gap   6.85 eV
Multiplicity   1
Total charge   +1
E_LUMO   -4.560 eV
E_tot   -3628.60964 Eh



# C5H6N2

The molecule C5H6N2 (the ωB97M-V functional and the def2-TZVPD basis, OMol25).

Positions of all 13 atoms, in Å:
C -2.1507 1.4931 0.7849
C -1.7515 1.2051 -0.4250
C -2.6607 1.2813 -1.5945
N -3.4102 1.3382 -2.4698
N -0.2906 0.8372 -0.7035
C 0.0259 -0.3746 -0.6618
C 1.4319 -0.7499 -0.8230
H -1.3588 1.5221 1.6805
H -3.1606 2.0412 0.9404
H -0.6294 -1.0563 -0.1780
H 1.6968 -1.2969 -1.6788
H 2.0033 -1.1654 0.1253
H 1.9148 0.1838 -0.9972

Computed properties:
HOMO level   -10.038 eV
SMILES string   C=C(C#N)/N=C/C
Orbital gap   10.59 eV
Multiplicity   1
Energy above the lowest of the compared OMol25 structures with the same formula, charge and spin   245.3 kJ/mol
E_LUMO   0.552 eV
E_tot   -303.54265 Eh



# C5HN10O2PdS5

A structure of composition C5HN10O2PdS5 (the ωB97M-V functional and the def2-TZVPD basis, OMol25).

Positions of all 24 atoms, in Å:
Pd -0.1478 0.1031 -0.5160
S -5.7395 4.1704 0.7585
C -4.4681 3.2456 0.3413
S -4.7790 1.5109 0.1554
C -3.1274 0.9305 -0.3301
C -1.8547 2.6834 -0.3393
S -0.1763 2.6757 -0.6529
S -2.9161 4.0772 0.1418
S -2.6012 -0.6653 -0.6356
N 2.4638 -1.7850 0.5159
C 2.7256 -0.4855 0.1506
N 3.9191 0.0694 0.1890
N 3.7138 1.3342 -0.2421
N 2.4806 1.5314 -0.5215
N 1.8068 0.3794 -0.2777
C 1.3068 -2.4387 0.1628
N 1.1501 -3.7451 0.2151
N -0.1183 -3.9470 -0.2069
N -0.6904 -2.8390 -0.4945
N 0.1967 -1.8384 -0.2657
H 3.2579 -2.3611 0.7350
O -2.6138 1.8912 -1.2291
N -2.1839 1.5901 0.7721
O -1.4823 1.0850 1.5492

Computed properties:
HOMO level   -5.775 eV
Orbital gap   5.61 eV
Multiplicity   1
Energy above the lowest of the compared OMol25 structures with the same formula, charge and spin   0.0 kJ/mol
Total charge   -1
E_LUMO   -0.167 eV
E_tot   -3007.92143 Eh



# C15H18ClO5S

A cluster of 2 separate species, C15H18ClO5S in total (the ωB97M-V functional and the def2-TZVPD basis, OMol25).

Positions of all 40 atoms, in Å:
C 4.2632 -3.7376 2.8693
C 4.4199 -5.0824 2.1865
O 3.3247 -5.1886 1.2647
C 2.8286 -3.8610 1.0996
C 3.5327 -3.1925 -0.1341
C 2.9794 -1.8174 -0.3675
C 1.4546 -1.8330 -0.5572
O 0.8956 -1.3716 -1.5310
C 0.7227 -2.5722 0.5759
C 1.2958 -3.9353 0.8453
O 3.0966 -3.1355 2.2809
H 4.1079 -3.8304 3.9504
H 5.1308 -3.0966 2.6507
H 5.3571 -5.1129 1.6096
H 4.3636 -5.9247 2.8844
H 4.6050 -3.1546 0.0881
H 3.3788 -3.8779 -0.9794
H 3.2016 -1.1977 0.5142
H 3.4479 -1.3830 -1.2521
H 0.8250 -1.9670 1.4902
H -0.3315 -2.6679 0.3075
H 1.1545 -4.6395 0.0150
H 0.8556 -4.3728 1.7462
Cl -0.2801 1.7710 -0.8334
C -1.4497 2.8604 -1.2188
S -3.1376 2.6095 -0.9034
C -3.9518 4.2148 -1.1696
C -4.1842 5.0550 -0.0825
C -4.8354 6.2785 -0.2819
C -5.2548 6.6592 -1.5584
C -5.0123 5.8100 -2.6406
C -4.3640 4.5830 -2.4499
O -3.7050 1.7712 -1.9381
O -3.3519 2.3186 0.4974
H -1.2001 3.7249 -1.8231
H -3.8730 4.7497 0.9134
H -5.0170 6.9270 0.5721
H -5.7655 7.6139 -1.7094
H -5.3330 6.0914 -3.6411
H -4.1944 3.9141 -3.2902

Computed properties:
HOMO level   -1.934 eV
Orbital gap   4.18 eV
Multiplicity   1
Energy above the lowest of the compared OMol25 structures with the same formula, charge and spin   15.1 kJ/mol
Total charge   -1
E_LUMO   2.247 eV
E_tot   -1816.91116 Eh



# C38H57FHgN9O6Si2

A structure of composition C38H57FHgN9O6Si2 (the ωB97M-V functional and the def2-TZVPD basis, OMol25).

Positions of all 114 atoms, in Å:
Hg -0.3760 -0.2601 0.1094
N 0.7657 -2.0941 0.5766
C 2.0831 -2.0532 1.2115
C 3.0782 -1.3621 0.2815
N 2.5313 -0.1027 -0.1526
C 2.8903 1.0416 0.6721
C 1.9345 1.2795 1.8361
N 0.5877 1.4560 1.3207
C 2.6478 0.1250 -1.5829
C 1.7469 -0.8160 -2.3773
N 0.3413 -0.5286 -2.1509
H 0.0732 -2.4086 1.2428
H 0.7444 -2.7034 -0.2333
H 2.4806 -3.0477 1.4662
H 1.9666 -1.4886 2.1336
H 3.2286 -2.0055 -0.5921
H 4.0488 -1.2535 0.7902
H 2.8458 1.9247 0.0476
H 3.9111 0.9481 1.0752
H 2.3012 2.1630 2.3806
H 1.9240 0.4382 2.5297
H 0.5201 2.1730 0.5635
H -0.0678 1.6869 2.0574
H 3.6854 0.0093 -1.9467
H 2.3104 1.1418 -1.7823
H 1.9134 -1.8498 -2.0682
H 2.0228 -0.7504 -3.4381
H -0.2311 -1.2916 -2.5294
H 0.0673 0.3580 -2.5657
C -4.6039 -0.7987 -0.1609
Si -3.4333 0.3124 0.8692
C -4.5368 1.4908 1.9019
C -2.6609 -0.8842 2.1005
N -2.1712 1.1121 0.0203
C -2.4700 2.1608 -0.8752
C -3.8407 2.3377 -1.1521
C -4.3980 3.3523 -1.9130
C -3.5467 4.2575 -2.5059
C -2.1869 4.0970 -2.3081
C -1.5679 3.1044 -1.5134
N -0.1809 3.1135 -1.4024
Si 0.6797 4.2922 -2.2566
C 2.5878 4.4353 -2.1230
C 0.3218 6.1319 -1.7879
C 0.5437 4.1590 -4.1723
H -5.2685 -1.3870 0.4785
H -3.9901 -1.5021 -0.7327
H -5.2258 -0.2510 -0.8714
H -5.5328 1.0630 2.0497
H -4.6592 2.4602 1.4153
H -4.0988 1.6626 2.8882
H -3.3927 -1.1995 2.8487
H -1.8034 -0.4556 2.6256
H -2.3337 -1.7802 1.5660
H -4.5327 1.6235 -0.7291
H -5.4736 3.4137 -2.0390
H -3.9159 5.0696 -3.1237
H -1.5452 4.8108 -2.8055
H 2.9257 4.7046 -1.1188
H 2.8634 5.2612 -2.7851
H 3.1518 3.5624 -2.4542
H 0.8565 6.3750 -0.8642
H -0.7371 6.3208 -1.6014
H 0.6583 6.8353 -2.5557
H 1.0481 3.2489 -4.5140
H 1.0130 5.0070 -4.6794
H -0.4938 4.0933 -4.5066
C 3.0261 3.6695 4.4569
O 2.6500 2.4327 5.0087
C 3.2287 1.3047 4.4791
C 4.3664 1.3136 3.7029
C 4.9078 0.1151 3.2375
C 4.2825 -1.0789 3.5504
C 3.1307 -1.0946 4.3242
C 2.5858 0.0921 4.8158
N 1.5028 0.1369 5.6487
C 0.7913 -0.9399 6.1798
C 0.2248 -2.0113 5.4835
C -0.2171 -3.1393 6.2279
C -0.8672 -4.2037 5.6522
C -1.1674 -4.1589 4.2820
C -0.7813 -3.0777 3.5214
C -0.0294 -1.9733 4.0383
O 0.3563 -0.9994 3.3239
H 2.3069 4.3989 4.8251
H 2.9907 3.6510 3.3639
H 4.0308 3.9711 4.7757
H 4.8464 2.2500 3.4466
H 5.8090 0.1292 2.6375
H 4.6939 -2.0163 3.1946
H 2.6312 -2.0244 4.5606
H 1.3085 1.0504 6.0211
H 0.6704 -0.9040 7.2607
H -0.0076 -3.1538 7.2943
H -1.1724 -5.0555 6.2491
H -1.7318 -4.9658 3.8256
H -1.1056 -3.0095 2.4882
F -4.7849 -4.2883 2.3458
C -4.5352 -4.8577 1.1586
C -3.3440 -4.6712 0.5602
N -3.0284 -5.2673 -0.6337
C -1.7082 -5.0515 -1.2229
C -1.3657 -3.5437 -1.4672
O -0.9517 -3.2886 -2.6137
O -1.5079 -2.8042 -0.4684
C -3.9279 -6.0871 -1.2822
O -3.6972 -6.6837 -2.3190
N -5.1466 -6.2111 -0.6467
C -5.5644 -5.6730 0.5749
O -6.6712 -5.9278 1.0075
H -2.5871 -4.0197 0.9773
H -1.6747 -5.5753 -2.1693
H -0.9482 -5.4596 -0.5502
H -5.8102 -6.8064 -1.1157

Computed properties:
<S²>   0.78
HOMO level (alpha / beta)   -1.151 / -1.151 eV
Orbital gap (alpha / beta)   5.10 / 5.10 eV
Multiplicity   2
Total charge   -2
E_LUMO (alpha / beta)   3.954 / 3.952 eV
E_tot   -3258.86890 Eh



# C5H6N2O2

A cluster of 2 separate species, C5H6N2O2 in total (the ωB97M-V functional and the def2-TZVPD basis, OMol25).

Positions of all 15 atoms, in Å:
O 1.2946 -1.2323 1.7192
C 1.4795 -0.0975 1.4239
C 1.5658 1.4136 1.7366
C 1.2192 0.8374 0.4054
H 2.5972 1.7629 1.9305
H 0.7406 1.7545 2.3273
H 0.2298 0.7892 -0.0279
H 1.7081 1.0949 -0.5927
C -1.5761 -1.4101 -1.9293
C -1.4489 -1.3112 -0.5582
O -1.5307 -0.0023 -0.2634
N -1.7520 0.6671 -1.4537
N -1.7500 -0.0888 -2.4004
H -1.4281 -2.1944 -2.5325
H -1.3492 -1.9832 0.2152

Computed properties:
HOMO level   -9.036 eV
SMILES string   O=C1CC1.c1conn1
Orbital gap   9.88 eV
Multiplicity   1
Energy above the lowest of the compared OMol25 structures with the same formula, charge and spin   509.1 kJ/mol
E_LUMO   0.849 eV
E_tot   -453.94030 Eh



# C4H11O3

A cluster of 2 separate species, C4H11O3 in total (the ωB97M-V functional and the def2-TZVPD basis, OMol25).

Positions of all 18 atoms, in Å:
C -0.5145 0.6338 -0.8267
C 0.9185 0.7261 -0.3978
C 0.9764 1.2533 1.0401
O 1.0788 0.1877 1.9561
C -1.3463 -0.5742 -0.1152
O -0.8756 -1.1664 1.0129
H -1.0091 1.6420 -0.8645
H -0.5771 0.5657 -1.9572
H 1.4415 1.4484 -0.9834
H 1.4464 -0.2169 -0.4368
H 0.3015 2.0008 1.4378
H 1.9330 1.7740 1.3154
H 0.1047 -0.4036 1.7871
H -2.2691 0.0190 0.3705
H -1.6860 -1.2976 -0.8489
H -0.2922 -2.5428 -0.2293
H 0.2764 -1.5531 -1.1104
O 0.0928 -2.4963 -1.1497

Computed properties:
HOMO level   -3.581 eV
Orbital gap   7.77 eV
Multiplicity   1
Energy above the lowest of the compared OMol25 structures with the same formula, charge and spin   195.7 kJ/mol
Total charge   -1
E_LUMO   4.189 eV
E_tot   -384.67908 Eh



# CH6N2S

A cluster of 2 separate species, CH6N2S in total (the ωB97M-V functional and the def2-TZVPD basis, OMol25).

Positions of all 10 atoms, in Å:
H -0.8838 0.1094 1.9105
N 0.1241 -0.2439 2.0421
C 0.3238 -1.2363 1.2792
N 1.4307 -2.1432 1.2529
H -0.4987 -1.4907 0.6668
H 1.7631 -1.6372 2.1134
H 2.1276 -1.8900 0.4250
S -1.5549 3.3875 -3.0298
H -2.5564 2.4482 -3.2733
H -0.2755 2.6963 -3.3867

Computed properties:
HOMO level   -9.840 eV
SMILES string   [H]/N=C/N.S
Orbital gap   10.38 eV
Multiplicity   1
Energy above the lowest of the compared OMol25 structures with the same formula, charge and spin   158.7 kJ/mol
E_LUMO   0.543 eV
E_tot   -549.32677 Eh



# C3H2O3

The molecule C3H2O3 (the ωB97M-V functional and the def2-TZVPD basis, OMol25).

Positions of all 8 atoms, in Å:
C 1.4126 -0.4945 -0.1585
C -0.2554 0.1519 0.1609
C -2.1026 0.9599 -0.2403
O 2.3577 0.1217 -0.5177
O -1.5443 -0.3247 -0.3601
O -0.7999 1.4815 0.0062
H 1.1335 -1.6346 -0.0420
H -0.2016 -0.2614 1.1515

Computed properties:
HOMO level   -10.217 eV
Orbital gap   10.01 eV
Multiplicity   1
Energy above the lowest of the compared OMol25 structures with the same formula, charge and spin   499.1 kJ/mol
E_LUMO   -0.206 eV
E_tot   -341.04672 Eh



# C3H12N3

A cluster of 2 separate species, C3H12N3 in total (the ωB97M-V functional and the def2-TZVPD basis, OMol25).

Positions of all 18 atoms, in Å:
C -1.5209 -0.7329 1.0136
C -1.2142 1.2657 -0.5120
C -0.9724 -0.1533 -0.2257
N -0.3442 -0.8933 -1.0739
N 1.7225 0.7570 0.2341
N 2.0286 -0.6312 0.0060
H -0.8073 -1.4009 1.4926
H -2.4007 -1.3361 0.7711
H -1.8260 0.0426 1.7093
H -0.5533 1.8504 0.1303
H -2.2328 1.5487 -0.2583
H -1.0014 1.5303 -1.5446
H -0.1088 -1.8571 -0.8702
H 0.0732 -0.4887 -1.9028
H 1.9912 1.2615 -0.6076
H 1.8770 -1.1257 0.8827
H 3.0078 -0.7839 -0.2402
H 2.2818 1.1470 0.9959

Computed properties:
HOMO level   -13.343 eV
Orbital gap   9.63 eV
Multiplicity   1
Energy above the lowest of the compared OMol25 structures with the same formula, charge and spin   178.3 kJ/mol
Total charge   +1
E_LUMO   -3.716 eV
E_tot   -285.49751 Eh



# C16H25BeIN2Si

A structure of composition C16H25BeIN2Si (the ωB97M-V functional and the def2-TZVPD basis, OMol25).

Positions of all 46 atoms, in Å:
C -1.0903 -0.4215 2.3305
C -3.3813 0.1297 -0.1386
H -1.5310 -1.3881 2.6132
H -1.8883 0.3320 2.3779
H -0.3653 -0.1738 3.1220
H -3.6379 0.3009 -1.1826
H -4.2603 0.2722 0.4942
H -2.5647 0.7820 0.1727
C 1.2379 -2.3158 1.5741
C 2.2140 -3.3053 1.5549
C 2.6599 -3.7762 0.3199
C 2.1026 -3.2563 -0.8504
H 0.8468 -1.9153 2.5094
H 2.5929 -3.6763 2.5001
H 3.4214 -4.5479 0.2717
H 2.4236 -3.6049 -1.8263
N 0.7057 -1.8094 0.4358
C 1.1080 -2.2710 -0.7902
C 0.4599 -1.7351 -2.0155
N -0.5328 -0.8331 -1.8850
C -1.1934 -0.3927 -2.9532
C 0.1343 -1.7256 -4.4357
C -0.9192 -0.8278 -4.2574
H -1.9913 0.3318 -2.7685
H -1.5159 -0.4414 -5.0836
C 0.8419 -2.1629 -3.3152
H 1.7055 -2.8197 -3.4018
H 0.4080 -2.0686 -5.4339
Be -0.2235 -0.4610 0.7878
I -2.8919 -1.9224 0.0613
C -1.4597 3.3973 1.3993
Si 0.2634 2.6659 1.1790
C 1.3061 3.9334 0.2544
C 0.9954 2.3562 2.8753
C 0.2893 1.0775 0.1765
H -1.3958 4.3274 1.9851
H -2.1331 2.7137 1.9368
H -1.9212 3.6453 0.4321
H 1.4043 4.8685 0.8235
H 2.3179 3.5431 0.0732
H 0.8641 4.1802 -0.7219
H 0.3259 1.7596 3.5061
H 1.9492 1.8189 2.7926
H 1.1884 3.3017 3.3989
H -0.2260 1.2010 -0.7913
H 1.3567 0.9141 -0.1073

Computed properties:
HOMO level   -7.533 eV
Orbital gap   6.79 eV
Multiplicity   1
E_LUMO   -0.746 eV
E_tot   -1336.15377 Eh



# C3H7NO2

The molecule C3H7NO2 (the ωB97M-V functional and the def2-TZVPD basis, OMol25).

Positions of all 13 atoms, in Å:
C 0.0991 1.4483 0.2649
C -0.0703 0.0113 -0.1755
C 1.0156 -0.9768 0.2409
O 0.7220 -1.6570 1.4458
N -1.0545 -0.4131 -0.9104
O -1.9219 0.6346 -1.2508
H 0.4775 2.0339 -0.5782
H -0.8521 1.8678 0.6023
H 0.8139 1.5128 1.0888
H 1.9574 -0.4395 0.3778
H 1.1598 -1.7126 -0.5572
H 0.2798 -2.4887 1.1991
H -2.6264 0.1790 -1.7475

Computed properties:
HOMO level   -9.661 eV
SMILES string   C/C(CO)=N\O
Orbital gap   10.61 eV
Multiplicity   1
Energy above the lowest of the compared OMol25 structures with the same formula, charge and spin   278.7 kJ/mol
E_LUMO   0.946 eV
E_tot   -323.67480 Eh



# C7H17ClNO3P

A structure of composition C7H17ClNO3P (the ωB97M-V functional and the def2-TZVPD basis, OMol25).

Positions of all 30 atoms, in Å:
C 1.1572 1.9199 -1.1359
C -0.3300 2.0379 0.7014
C 0.6960 -3.0658 0.0312
C 2.6202 -1.2621 0.1327
C 0.7059 1.1228 0.0784
C 1.1303 -1.5373 0.4272
C 0.2486 -0.3017 -0.2193
N -1.9753 -0.3920 -0.8606
O -3.4308 1.8366 -0.0873
O -3.0168 0.3421 1.7967
O -1.0551 -0.6856 0.1933
P -3.7486 0.3134 0.4486
Cl -2.4564 -1.9378 -1.4912
H 1.0125 1.2595 -1.9734
H 2.1799 2.2531 -1.1142
H 0.4511 2.6791 -1.2689
H -1.3555 1.8910 0.1866
H -0.3612 1.8524 1.7798
H -0.0655 3.0269 0.6515
H 0.8016 -3.0228 -1.0744
H -0.3886 -3.2277 0.2223
H 1.2606 -3.8204 0.4911
H 3.1342 -2.2514 -0.1894
H 3.1853 -0.9483 1.0638
H 2.7379 -0.4785 -0.6705
H 1.6270 1.0919 0.7702
H 1.0015 -1.3975 1.5616
H 0.1971 -0.3532 -1.3253
H -3.7495 2.2947 -0.9689
H -2.2137 0.7608 1.8432

Computed properties:
HOMO level   -8.315 eV
Orbital gap   8.70 eV
Multiplicity   1
E_LUMO   0.386 eV
E_tot   -1358.79174 Eh